{
  "formula": "C2H9N3O",
  "method": "ωB97M-V/def2-TZVPD",
  "smiles": "[H]/N=C(/N)NC.O",
  "homo_lumo_gap_ev": 9.3,
  "homo_ev": -8.587,
  "symbols": ["C", "N", "C", "N", "N", "H", "H", "H", "H", "H", "H", "H", "H", "H", "O"],
  "positions_angstrom": [[-0.068687, 1.776921, -1.732862], [-0.292741, 1.051174, -0.487909], [0.462868, 0.008630, -0.000289], [1.698209, -0.111682, -0.579075], [-0.054397, -0.733451, 0.946043], [-0.988026, 1.646926, -2.302381], [0.776376, 1.372821, -2.274848], [0.102275, 2.851174, -1.633605], [-1.127428, 1.195554, 0.046498], [2.213941, 0.694384, -0.862632], [2.092205, -1.019803, -0.712230], [-0.927699, -0.301051, 1.224735], [-1.304417, -3.574614, 2.958750], [-0.929990, -2.174047, 2.507944], [-1.652495, -2.682934, 2.901857]],
  "forces_ev_per_a": [[-0.87, -0.09, 0.35], [1.15, 0.64, -0.16], [-1.67, 0.18, 1.06], [-0.25, -0.82, 0.12], [1.78, 0.27, -0.73], [0.18, 0.13, -0.52], [-0.09, -0.27, -0.08], [0.02, -0.01, 0.39], [-0.22, 0.33, -0.30], [-0.03, 0.05, -0.12], [0.24, -0.10, 0.32], [-0.33, -0.36, -0.19], [0.00, -0.12, 0.01], [0.03, 0.01, -0.16], [0.07, 0.15, 0.03]]
}